Here is 6 unconnected molecules or ions with the total composition C9H30N2O5 in a non-equilibrium geometry from OMol25. Energies are from the ωB97M-V functional and the def2-TZVPD basis.

The HOMO energy is -5.53 eV. Its strongest force on any atom is 2.87 eV/Å. For the energy above the lowest of the compared OMol25 structures with the same formula, charge and spin, the calculation gives 0.639 eV.

ORCA input file:
```
! RIJCOSX wB97M-V def2-TZVPD def2/J DEFGRID3
* xyz 0 1
O 2.56 -1.14 -1.63
H 0.23 -2.56 2.47
C -0.65 -1.05 1.18
H -1.69 -0.74 3.11
H -1.46 2.42 -1.58
C 0.89 2.36 0.60
H 0.33 -0.56 3.83
H 2.80 -2.08 -1.67
H 1.14 3.22 1.23
H 2.34 0.91 2.07
H 0.28 0.38 -3.15
H 1.92 -1.00 3.55
C 0.23 1.31 1.51
H -2.79 -0.82 1.71
C 0.55 -1.67 1.91
H 1.44 0.94 -4.86
H 3.26 -0.73 -1.10
O -2.02 2.84 -2.25
H -0.38 -3.51 -3.19
N -0.38 0.29 0.70
H -0.39 3.01 2.80
C -1.87 -1.21 2.15
H -0.38 -1.05 -2.61
C -0.78 2.06 2.42
C 1.03 -0.67 2.99
H 1.46 1.45 3.25
H -2.91 2.70 -1.93
O -1.44 0.78 -0.14
H -1.09 -3.01 0.28
H -1.20 1.39 3.18
H -0.80 -2.63 -4.36
O 0.66 1.46 -4.62
C -0.82 -1.99 0.00
O -0.71 -2.63 -3.40
H 1.03 -0.50 -2.02
H -1.68 2.41 1.91
N 0.08 -0.18 -2.31
H -2.05 -2.26 2.40
H 0.08 -1.99 -0.61
H -1.71 -1.74 -0.60
C 1.32 0.72 2.43
H -0.40 0.32 -1.54
H 0.23 2.70 -0.19
H 0.47 1.97 -5.42
H 1.47 -1.93 1.38
H 1.81 2.01 0.12
*
```